108
Properties=species:S:1:pos:R:3:mulliken_charge:R:1 method="wB97M-V/def2-TZVPD" homo_lumo_gap_ev=5.5 total_charge=-2 homo_energy_ev=-2.2 energy_ha=-15423.4423 de_lowest_kj_mol=76.9
C -1.4740 -1.2849 -6.8691 -0.79
H 0.4980 -1.8188 -6.2416 0.19
C 1.2835 1.8837 -4.8620 -0.55
H -5.0647 -3.0476 0.6158 0.45
C -4.2556 3.9986 1.7859 -0.77
H -1.6164 0.7926 5.1279 0.57
H -0.1963 0.4319 -7.2121 0.10
C -1.1510 -3.0591 5.0191 -1.10
H 3.8334 0.3130 -2.7915 0.31
N -0.7573 -1.6163 -4.5712 0.19
H -1.9012 0.1295 3.5074 -0.05
C 2.0582 -0.3908 -5.0163 0.35
C -3.3028 -1.9139 1.0910 0.43
O -0.2668 2.5627 1.7084 0.42
H 1.8150 -3.0610 5.1881 0.17
H 1.1997 -1.5841 6.7863 0.31
N 0.6394 2.3832 3.7938 -0.40
C 0.6828 2.7509 2.4609 -0.14
H 1.8195 3.1646 -6.4806 0.42
H 4.4483 -2.2343 1.1127 0.42
C -1.9511 -4.2780 1.0912 -0.65
C -0.0778 -2.0008 -3.4739 -0.83
C 3.9977 0.6956 1.0442 0.19
H 5.4193 1.8997 -1.7837 0.37
H 3.2710 -0.8695 -6.7158 0.46
H -5.9913 0.6214 2.4989 0.53
H -0.6748 -3.1219 -6.0354 0.23
N -1.9917 -1.9067 1.3280 1.16
H 1.5182 2.0855 4.1912 0.31
C -5.5719 3.9487 2.2058 0.09
O 2.2031 -0.8833 1.2399 1.05
C -3.3088 -4.2856 0.8242 -0.63
H 3.6829 4.1784 2.1966 0.34
H -3.7597 4.9338 1.5630 0.32
C 2.6993 -1.7459 2.2147 0.20
H -0.4168 -3.8283 5.2675 0.29
H -5.0540 -0.6070 0.8225 0.47
C 1.8641 -1.9149 3.3639 0.09
H -2.5194 2.8477 1.3138 0.71
H -2.7178 -0.5528 4.9048 0.45
C 2.6109 1.1797 -6.7510 -0.74
C -4.0135 -0.6154 1.1667 -0.81
H -1.6632 -3.3708 4.1057 0.20
H -3.8254 -5.2150 0.6180 0.40
H -1.3278 0.6555 -5.8922 0.26
C 2.3842 -2.8633 4.2886 -0.49
H 2.6273 4.4718 3.5882 0.31
Se -4.1623 2.8852 -1.8210 -0.24
H 0.9100 0.4181 -3.3661 0.61
H -1.7146 -1.3811 -4.3471 0.30
H -0.2703 -2.9858 1.5463 0.07
Se 1.4465 3.0075 -1.4975 -0.51
C 3.8891 0.4041 -1.7170 -0.07
Si -0.3519 -1.3494 4.7876 0.26
C -6.2100 2.7471 2.4632 -0.72
H 2.3170 -1.0371 -1.3205 0.39
S -0.8354 -2.1214 -2.0044 -0.07
C -0.5258 -2.0393 -5.9467 -0.08
C 3.0459 -0.3480 -0.9094 0.14
H 3.1029 1.4109 -7.6882 0.31
H 0.8092 0.1018 6.4528 0.27
H 4.0124 0.7935 2.1222 0.59
C 3.1036 -0.1966 0.4648 -0.97
H 5.2861 -3.8528 2.8141 0.37
H 1.7888 3.5674 1.0285 -0.05
C 4.3514 -3.3297 2.9685 -0.79
C 0.3970 -0.9107 6.4825 -1.24
C 2.2399 -1.7630 -4.4771 0.16
C 4.8345 1.4395 0.2325 -0.81
O 3.2370 -2.4218 -4.6893 -0.67
N -3.4450 0.4097 1.6405 0.44
C -1.2147 0.2172 -6.8834 -0.82
H -1.3670 -1.7005 -7.8747 0.39
C -4.1896 1.5911 1.8318 -0.45
C -3.5573 2.8124 1.6208 0.04
H 1.6277 -2.9585 -2.9499 0.34
C 2.9256 3.7325 2.8386 -1.09
O -1.6799 2.0987 -1.4125 0.05
H -0.3736 -0.9290 7.2593 0.34
H -0.0897 1.7004 3.9509 -0.07
H -1.9064 0.7273 -7.5539 0.41
H -1.3718 -5.1908 1.1046 0.49
N 1.2595 -2.3118 -3.6319 0.22
C -1.3325 -3.0554 1.3340 -0.50
H -1.8930 -3.0272 5.8229 0.39
H 3.9103 -4.2416 4.8595 0.35
C -5.5129 1.5664 2.2722 -0.38
N 1.8247 3.3178 2.0151 0.35
Rb -0.2683 0.3407 0.5694 -0.45
C 3.8822 -2.4212 2.0182 -0.61
Br -6.5402 5.5700 2.4658 -0.26
H 3.3952 2.8872 3.3551 0.29
H -7.2329 2.7353 2.8145 0.39
H 0.7539 2.6616 -4.3228 -0.26
Sb -0.7122 4.1040 -1.7447 1.09
C 1.3614 0.6025 -4.3340 0.74
C -4.0022 -3.0843 0.8216 -0.86
C 2.7027 -0.0934 -6.2197 -0.76
N 0.7174 -1.2261 3.4810 0.53
C -1.7704 -0.1294 4.5593 -0.98
Se -1.3541 4.4599 -4.0370 -0.73
H 5.5182 2.1521 0.6777 0.37
C 3.5802 -3.5390 4.1008 -1.06
H -2.5062 -1.4885 -6.5632 0.36
C 1.8944 2.1633 -6.0741 -0.53
N -2.8817 1.7046 -1.5547 -0.31
Se -1.3412 5.6488 -0.0243 -0.70
C 4.7837 1.2963 -1.1496 -0.80

66
Properties=species:S:1:pos:R:3:mulliken_charge:R:1 method="wB97M-V/def2-TZVPD" homo_lumo_gap_ev=9.6 homo_energy_ev=-10.1 energy_ha=-2861.5844
C 1.3633 -2.3652 -2.1081 0.68
H 3.5379 2.5624 1.7451 0.25
O 1.0445 -3.4401 -1.7124 -0.58
C -5.9400 -1.3048 -2.9198 -0.32
H 0.8848 3.9674 -1.2454 0.20
C 1.8702 -3.8451 1.2008 -0.35
O -1.8885 -2.5631 2.9247 -0.55
H -6.5416 -2.1165 -2.5215 0.29
H -1.1022 0.3565 2.8084 0.54
H 1.2056 -4.3141 0.4842 0.35
O 1.8496 -2.5459 3.0948 -0.31
H 2.8458 -4.3312 1.1569 0.25
H 0.2167 -3.7065 2.6137 0.04
C 1.5172 -0.1250 -2.2463 0.37
O 2.0381 -2.4502 0.8880 -0.23
C 4.5468 2.1987 1.5756 -0.15
H 4.5072 1.2757 3.5464 0.24
C 6.6150 2.6904 2.3534 0.58
H 2.0957 0.2297 -1.3897 0.05
O 7.6431 3.2599 2.5049 -0.52
S -3.0527 -1.8424 2.5091 1.18
H 1.6051 -4.6148 3.2311 0.31
O -2.8985 0.0000 -2.1307 -0.42
C 2.3869 -0.7557 -3.3134 -0.43
H -5.5423 -1.5179 -5.0620 0.29
O -0.4062 3.3520 -2.7316 -0.26
H 4.6374 1.8570 0.5427 0.20
C 1.3003 -3.7842 2.6013 -0.06
H -3.1294 -2.3172 0.2820 0.49
C -3.1363 -0.2364 3.3528 0.13
H -1.8711 -1.1065 0.5830 0.39
C -5.0781 -1.7123 -4.0998 -0.33
N -2.1771 2.8733 4.3263 -0.44
H 1.9262 -0.7164 -4.3009 0.27
H 0.8999 0.6833 -2.6269 -0.11
H 3.3845 -0.3294 -3.3678 0.35
O 0.1373 2.1823 -4.5746 -0.52
C 0.2365 4.4077 -2.0047 -0.20
C 4.9771 1.1443 2.5714 -0.02
O 2.4466 -0.6155 2.1148 -0.55
H 0.4336 5.8926 -3.5911 0.27
C 1.0173 5.1158 -3.0956 -0.38
C -3.8306 -0.5368 -2.6281 0.57
C 0.3109 3.1068 -3.8522 0.68
O 1.2583 4.0547 -4.0294 -0.34
C -3.9089 -0.3889 4.5588 -0.06
O -3.9204 -0.8859 -3.9287 -0.29
C 2.1452 -1.7690 2.0416 0.59
H 1.9567 5.5379 -2.7516 0.30
H -6.5857 -0.4555 -3.1467 0.26
O 2.4465 -2.1217 -2.8768 -0.38
H -3.6809 0.4196 2.6835 0.47
O 5.5031 3.2414 1.8044 -0.37
N -4.5206 -0.4559 5.5414 -0.43
I -0.6934 -0.4885 5.3087 0.22
O 0.7083 -1.2266 -1.8258 -0.23
C -1.9922 1.7660 4.0283 0.26
H -4.7721 -2.7584 -4.0527 0.25
O 6.3841 1.4027 2.6961 -0.36
H -3.5845 -0.6380 0.5573 0.42
H 4.7988 0.1336 2.2259 0.11
C -1.7643 0.4000 3.6577 -0.79
O -4.9575 -0.8932 -1.9604 -0.31
H -0.5029 5.0387 -1.5209 0.28
O -4.3241 -2.4639 2.6949 -0.67
C -2.8805 -1.4116 0.8056 -1.25

24
Properties=species:S:1:pos:R:3:mulliken_spin:R:1 method="wB97M-V/def2-TZVPD" homo_lumo_gap_ev="6.8 / 6.4" total_charge=-1 homo_energy_ev="-3.3 / -3.3" spin_multiplicity=2 energy_ha=-384.7584 de_lowest_kj_mol=97.6
H -1.2045 -0.9261 1.8075 0.00
H -0.9249 -0.6177 -1.1533 0.01
H 4.5875 1.5625 -0.2122 0.00
O -2.7450 0.4007 -2.0726 0.00
H 2.8544 1.4147 -0.2128 0.00
C -1.4015 -0.3621 0.8903 0.08
H -0.1795 -1.8238 -0.1139 0.01
H -2.7918 -0.4062 -0.5884 0.00
C -0.4099 -0.7619 -0.2104 -0.07
H -2.5229 -0.1285 -2.8534 0.00
H 4.7708 -0.9456 -0.0305 0.00
H 3.6756 0.6616 -1.5278 0.00
H 3.8131 -0.3544 1.3709 0.00
C 3.7723 0.8863 -0.4682 0.00
H 2.9487 -0.9912 0.0370 -0.01
H -3.3483 1.3660 1.0341 0.00
H -4.6161 0.2721 0.4712 0.00
C -3.6960 0.3243 1.0534 0.00
H -3.8822 0.0536 2.1002 0.00
H -1.2437 0.6960 1.1628 0.01
N -2.7593 -0.6164 0.4523 0.01
N 0.7947 0.0464 -0.2235 0.97
H 0.6582 0.6950 -1.0008 -0.03
C 3.8504 -0.4453 0.2881 0.01

15
Properties=species:S:1:pos:R:3:mulliken_charge:R:1 method="wB97M-V/def2-TZVPD" homo_lumo_gap_ev=10.1 homo_energy_ev=-9.2 energy_ha=-647.8245 de_lowest_kj_mol=193.3
N 0.9152 0.7940 1.0940 -0.66
H -1.2261 0.4556 -1.5657 0.34
H 0.7058 -1.5178 -1.7156 0.26
H -0.3774 -0.8974 0.8374 0.32
C 1.0381 -0.7855 -0.8671 -0.31
S -2.7833 0.5473 0.2671 -0.20
H -0.9094 1.7866 -0.4165 0.32
H 0.6384 0.6326 2.0198 0.24
H 0.7536 1.8268 0.9361 0.25
H 1.4841 0.0056 -1.5272 0.23
H 1.6956 -1.1872 0.9946 0.34
C -1.1118 0.7121 -0.4659 -0.82
H -2.8966 -0.7766 0.1662 0.11
C 0.1190 -0.0825 0.2118 0.10
O 1.9547 -1.5137 0.0310 -0.52

76
Properties=species:S:1:pos:R:3:mulliken_spin:R:1 method="wB97M-V/def2-TZVPD" homo_lumo_gap_ev="6.8 / 6.3" total_charge=-1 homo_energy_ev="-4.0 / -4.9" spin_multiplicity=5 energy_ha=-2541.8546 de_lowest_kj_mol=61.6
C -3.3575 0.1323 0.1874 0.01
H 0.5849 -4.9277 2.2838 0.00
C 3.2827 -1.1204 1.1726 -0.02
C 4.1162 0.1557 -1.6627 0.03
C 3.1411 0.1536 0.6111 0.06
H 3.1569 2.6678 -1.2211 0.00
C 0.4199 -2.8911 1.9784 0.17
C -3.8467 -0.6005 -3.3260 0.01
C 2.8030 0.4006 -0.8602 -0.04
H -5.3359 1.2189 -0.9855 0.00
C 3.8899 1.0063 2.7784 -0.01
C -1.4441 3.0411 0.3256 0.02
H 2.8815 -1.9352 0.5285 0.00
C 0.1507 -1.6753 2.5554 0.05
H 1.1497 -1.7478 4.5237 0.00
H -0.1984 3.5526 2.1069 0.00
H -2.4593 3.3890 0.6510 0.00
C -6.1153 -0.1562 -3.9430 0.00
C 3.9591 -0.3053 3.3002 0.00
O 1.8616 -0.4032 -1.4149 0.17
H -0.0110 -4.1018 3.6604 0.01
C -4.8876 -0.7635 -4.2015 0.00
H 7.1834 1.2743 -2.7496 0.00
H -4.8744 1.5962 2.7927 0.00
H 5.1884 -2.2865 -3.8978 0.00
H -2.8631 -1.0455 -3.4734 -0.01
C 6.1731 -0.4006 -3.4131 0.00
C -5.2567 0.6991 -1.9144 0.00
C -3.4038 -1.1607 0.5894 -0.01
C -4.0253 0.1714 -2.1933 0.03
C 2.3894 1.8535 -1.2499 0.00
S -0.1709 -0.2229 1.6185 0.63
H 0.0647 -0.4173 4.3253 0.00
Rh 0.0211 -0.8675 -0.6075 2.36
H -4.9760 -0.8973 3.6396 0.00
N -0.1236 2.0142 -1.3427 0.01
C 0.1902 -1.4549 4.0465 -0.01
H -3.8679 -2.5527 2.1167 0.00
C 5.1497 -1.3536 -3.2927 0.00
H 4.2002 1.8955 3.2849 0.00
C -1.2891 2.3601 -0.8831 0.00
H -4.8631 -1.4099 -5.0909 0.00
H -7.0213 -0.2668 -4.5746 0.00
S 0.2666 -3.0921 0.2657 0.39
H -2.9171 -1.9447 -0.0469 0.01
C 0.7551 -4.0186 2.8928 -0.03
H 3.8469 2.1671 1.0755 0.00
H 4.1385 -0.5567 4.3230 0.00
H -2.2300 1.8426 -2.7135 0.00
C -6.2799 0.5838 -2.8326 0.00
C -2.8080 0.4040 -1.2269 -0.03
C -4.4968 -0.5681 2.6702 0.00
H -7.2679 1.0515 -2.6623 0.00
H 6.9964 -0.6675 -4.1395 0.00
C 3.6810 -1.3590 2.4784 -0.01
H 5.2992 2.0119 -1.2898 0.00
O -1.7360 -0.3921 -1.5091 0.17
H 3.7039 -2.3278 2.9090 0.00
C 4.1275 -1.0576 -2.3586 0.00
C -3.8776 1.0641 1.0657 0.00
C -4.4859 0.7345 2.2619 0.00
C -0.2806 3.2273 1.1214 0.00
H -3.7671 2.0757 0.7702 0.00
C -2.5051 1.8611 -1.6603 0.01
H 1.7467 3.1868 1.1673 0.00
H 2.1966 1.8705 -2.3299 0.00
H -3.3638 2.5592 -1.5677 0.00
C 0.9063 2.8961 0.5544 0.04
C -3.8976 -1.5297 1.8310 -0.01
C 5.2047 1.0589 -1.8031 0.00
C 1.0129 2.2434 -0.6815 -0.01
C 6.2536 0.7506 -2.6444 0.00
C 3.5304 1.1824 1.4513 0.00
H -0.5000 -2.0705 4.6098 0.00
H 3.4175 -1.8169 -2.1374 0.00
H 1.7635 -3.9884 3.3769 0.01